Entry 1:
8
Properties=species:S:1:pos:R:3 method="wB97M-V/def2-TZVPD" gap_ha=0.46147 smiles=N#CC(O)C#N e_lumo_ev=0.08 e_tot_ev=-8169.3193 largest_force_ev_per_a=1.96 e_homo_ha=-0.458
O -1.235 -0.474 0.699
C -0.219 -0.144 -0.206
C -0.136 1.330 -0.446
N -0.229 2.432 -0.788
C 1.096 -0.749 0.064
N 2.103 -1.308 0.206
H -0.937 -0.468 1.620
H -0.443 -0.618 -1.150


Entry 2:
9
Properties=species:S:1:pos:R:3 method="wB97M-V/def2-TZVPD" gap_ha="0.30301 / 0.30303" e_lumo_ev="-1.05 / -1.05" e_tot_ev=-10213.6748 largest_force_ev_per_a=0.86 e_homo_ha="-0.341 / -0.341"
N -1.992 -1.223 0.008
C -1.413 -0.172 0.044
O 0.775 -0.848 0.257
C 1.560 0.058 -0.022
O 1.306 1.308 -0.240
C -1.161 1.142 0.103
N -0.258 1.972 0.045
H -1.461 -2.087 -0.079
H 2.644 -0.151 -0.117


Entry 3:
9
Properties=species:S:1:pos:R:3 method="wB97M-V/def2-TZVPD" gap_ha=0.35700 smiles="O=CC(=O)N1C=N1" e_lumo_ev=-0.35 e_tot_ev=-10214.3719 largest_force_ev_per_a=0.64 e_homo_ha=-0.370
O -2.300 0.391 -1.007
C -1.703 0.248 0.026
C -0.384 -0.528 0.071
N 0.647 0.273 0.650
C 1.829 0.338 -0.133
N 2.007 -0.566 0.689
O -0.274 -1.666 -0.295
H -2.061 0.659 0.989
H 2.252 0.893 -0.966


Entry 4:
9
Properties=species:S:1:pos:R:3 method="wB97M-V/def2-TZVPD" gap_ha=0.41647 smiles="O=C=NC=O.C#N" e_lumo_ev=0.74 e_tot_ev=-10217.0920 largest_force_ev_per_a=4.56 e_homo_ha=-0.389
C -1.988 2.307 -0.954
C 0.927 -1.124 -0.447
C 0.866 0.698 -1.964
N -1.160 1.758 -0.421
N 0.562 -0.324 -1.444
O 1.077 1.582 -2.651
O 1.897 -1.090 0.244
H -2.793 2.849 -1.423
H 0.081 -1.927 -0.233


Entry 5:
9
Properties=species:S:1:pos:R:3 method="wB97M-V/def2-TZVPD" gap_ha=0.38692 smiles="O=C=CC=O.N#N" e_lumo_ev=0.30 e_tot_ev=-10217.7398 largest_force_ev_per_a=4.92 e_homo_ha=-0.376
C -0.394 0.728 -0.122
C -0.570 -0.709 0.032
C -1.433 1.465 -0.069
N -4.424 -0.708 0.571
N -4.295 -0.533 -0.508
O -2.362 2.143 0.108
O -1.605 -1.311 -0.090
H 0.519 1.085 0.133
H 0.414 -1.334 0.322


Entry 6:
9
Properties=species:S:1:pos:R:3 method="wB97M-V/def2-TZVPD" gap_ha=0.39619 e_lumo_ev=0.02 e_tot_ev=-10211.0883 largest_force_ev_per_a=8.74 e_homo_ha=-0.395
C -0.985 0.159 0.869
C 0.770 0.354 0.077
C -0.287 -0.108 -0.528
H -0.919 -0.897 1.546
H -1.906 0.608 0.857
N 1.750 0.257 -0.667
N 0.015 -0.833 -1.646
O 0.060 0.957 1.158
O 1.503 -0.497 -1.666


Entry 7:
10
Properties=species:S:1:pos:R:3 method="wB97M-V/def2-TZVPD" gap_ha=0.36084 smiles="O=COc1ncno1" e_lumo_ev=-0.35 e_tot_ev=-12262.1729 largest_force_ev_per_a=9.51 e_homo_ha=-0.374
C 0.286 2.164 -0.950
C -0.331 -0.056 0.124
C 0.200 -2.005 0.615
H -0.306 2.622 -1.749
H 0.386 -2.985 0.519
N 0.254 -1.097 -0.521
N -0.523 -1.668 1.719
O 1.458 2.352 -0.560
O -0.486 0.947 -0.541
O -0.939 -0.274 1.344


Entry 8:
10
Properties=species:S:1:pos:R:3 method="wB97M-V/def2-TZVPD" gap_ha=0.36034 e_lumo_ev=-1.23 e_tot_ev=-12262.0498 largest_force_ev_per_a=8.58 e_homo_ha=-0.405
C 0.104 0.214 -1.539
C -0.066 -0.095 -0.113
C -0.148 -1.068 1.595
H -0.050 2.143 -1.296
H -0.414 -1.710 2.567
N -0.025 -1.452 0.203
N -0.179 0.208 2.013
O -0.067 1.524 -2.003
O 0.939 -0.578 -2.230
O -0.095 0.813 0.802


Entry 9:
10
Properties=species:S:1:pos:R:3 method="wB97M-V/def2-TZVPD" gap_ha=0.36998 smiles="O=c1ncoc(O)n1" e_lumo_ev=-0.23 e_tot_ev=-12264.1089 largest_force_ev_per_a=7.33 e_homo_ha=-0.378
C -0.764 -0.650 0.008
C 1.462 -0.651 -0.195
C 0.423 1.349 0.075
H -2.731 -0.367 0.018
H 0.182 2.442 0.050
N 0.279 -1.347 -0.307
N 1.615 0.820 -0.261
O -2.016 -1.077 0.041
O 2.443 -1.245 0.373
O -0.892 0.724 0.198


Entry 10:
10
Properties=species:S:1:pos:R:3 method="wB97M-V/def2-TZVPD" gap_ha="0.27647 / 0.27640" e_lumo_ev="-0.87 / -0.87" e_tot_ev=-12258.7898 largest_force_ev_per_a=3.65 e_homo_ha="-0.309 / -0.308"
C -0.938 -0.498 -1.321
C 2.246 -0.225 3.184
C 0.518 0.426 1.506
N -0.140 0.325 -1.644
N 1.139 -0.098 2.663
O -1.554 -1.442 -1.125
O 3.189 -0.048 3.838
O 0.408 -0.933 1.923
H 1.216 0.490 0.695
H -0.197 1.279 -1.589


Entry 11:
13
Properties=species:S:1:pos:R:3 method="wB97M-V/def2-TZVPD" total_charge=-2 gap_ha="0.26608 / 0.25917" e_lumo_ev="6.18 / 6.19" e_tot_ev=-18403.0849 largest_force_ev_per_a=2.34 e_homo_ha="-0.039 / -0.032"
C 0.274 1.433 -0.442
C 0.489 -0.991 -1.466
C 0.257 -0.120 -0.152
N -2.104 -0.275 0.736
N 0.878 -0.537 1.015
O 1.372 1.915 -0.200
O 0.863 -0.319 -2.457
O 1.775 -1.401 0.939
O -0.740 1.961 -0.859
O 0.256 -2.200 -1.398
O 0.581 -0.004 2.115
H -1.447 -0.202 1.536
H -2.455 0.740 0.634


Entry 12:
9
Properties=species:S:1:pos:R:3 method="wB97M-V/def2-TZVPD" gap_ha=0.32800 e_lumo_ev=-0.28 e_tot_ev=-19003.8885 largest_force_ev_per_a=4.49 e_homo_ha=-0.338
C 2.022 -0.162 0.017
C 0.597 -0.208 0.080
C -1.188 1.217 0.061
H -1.457 1.607 1.034
H -1.458 2.143 -0.692
N 3.194 -0.125 -0.122
N -0.229 -1.141 0.221
O 0.204 1.141 0.002
S -1.754 -0.568 -0.125


Entry 13:
9
Properties=species:S:1:pos:R:3 method="wB97M-V/def2-TZVPD" gap_ha=0.29687 smiles="S=c1cncno1" e_lumo_ev=-1.35 e_tot_ev=-19003.5512 largest_force_ev_per_a=0.78 e_homo_ha=-0.347
C 0.102 -0.504 -0.285
C -0.391 -0.432 1.097
C -0.365 1.823 0.965
H -0.584 -1.367 1.613
H -0.540 2.776 1.452
N -0.637 0.667 1.717
N 0.070 1.893 -0.236
O 0.313 0.690 -0.884
S 0.407 -1.886 -1.064


Entry 14:
8
Properties=species:S:1:pos:R:3 method="wB97M-V/def2-TZVPD" gap_ha="0.20972 / 0.20125" e_lumo_ev="-3.59 / -3.40" e_tot_ev=-16951.6457 largest_force_ev_per_a=3.37 e_homo_ha="-0.342 / -0.326"
C 0.330 -0.655 0.347
C 0.090 0.220 -0.625
C 1.972 -1.471 -0.994
N 1.317 -1.548 0.205
N 1.664 -0.605 -1.862
S 3.268 -2.603 -1.169
H -0.222 -0.729 1.277
H -0.296 1.125 -1.014


Entry 15:
9
Properties=species:S:1:pos:R:3 method="wB97M-V/def2-TZVPD" gap_ha=0.35290 e_lumo_ev=-0.84 e_tot_ev=-9097.8731 largest_force_ev_per_a=3.14 e_homo_ha=-0.384
C 1.260 2.828 1.170
C -0.576 -1.898 -1.148
C -0.654 -0.271 -0.209
N 0.486 2.270 0.530
N -0.513 -2.028 0.195
N -0.559 -0.793 0.918
N -0.678 -0.579 -1.440
H -0.722 -2.638 -1.896
H 1.957 3.109 1.879


Entry 16:
10
Properties=species:S:1:pos:R:3 method="wB97M-V/def2-TZVPD" gap_ha=0.30697 smiles="O=c1nnccnn1" e_lumo_ev=-1.43 e_tot_ev=-11146.9939 largest_force_ev_per_a=1.64 e_homo_ha=-0.360
C -1.551 -0.004 -0.127
C 0.979 -0.654 0.331
C 1.065 0.689 0.204
H 1.743 -1.269 0.836
H 1.967 1.235 0.456
N -0.994 -1.178 -0.751
N 0.183 -1.467 -0.479
N 0.119 1.488 -0.444
N -1.059 1.172 -0.668
O -2.452 -0.013 0.642


Entry 17:
10
Properties=species:S:1:pos:R:3 method="wB97M-V/def2-TZVPD" gap_ha=0.32062 smiles="O=c1cnnncn1" e_lumo_ev=-1.32 e_tot_ev=-11146.4996 largest_force_ev_per_a=4.48 e_homo_ha=-0.369
C -1.204 0.003 -0.035
C -0.425 -1.038 0.618
C 0.747 1.311 0.325
H -0.695 -1.615 1.641
H 1.362 2.080 1.016
N 0.739 -1.325 0.234
N 1.515 -0.668 -0.629
N 1.603 0.537 -0.415
N -0.551 1.144 0.332
O -2.315 0.007 -0.595


Entry 18:
10
Properties=species:S:1:pos:R:3 method="wB97M-V/def2-TZVPD" total_charge=-1 gap_ha=0.26994 e_lumo_ev=4.39 e_tot_ev=-10590.9248 largest_force_ev_per_a=5.34 e_homo_ha=-0.108
C 0.979 -1.350 -0.074
C -0.019 -0.872 0.760
C 0.137 0.802 -0.833
N 1.378 -0.700 -1.134
N -0.380 1.959 -1.177
N -1.295 2.195 -0.251
N -1.365 1.240 0.644
N -0.454 0.339 0.288
H 1.454 -2.312 0.128
H -0.433 -1.302 1.651


Entry 19:
9
Properties=species:S:1:pos:R:3 method="wB97M-V/def2-TZVPD" total_charge=-1 gap_ha=0.29009 e_lumo_ev=3.71 e_tot_ev=-19562.9683 largest_force_ev_per_a=7.45 e_homo_ha=-0.154
C -2.129 0.246 -0.044
C -0.882 0.314 -0.509
C 0.119 -0.373 0.276
N -3.125 0.229 0.551
O 2.738 -1.225 -0.197
O 2.095 1.029 0.571
S 1.846 -0.067 -0.454
H -0.555 0.416 -1.513
H -0.105 -0.570 1.320


Entry 20:
9
Properties=species:S:1:pos:R:3 method="wB97M-V/def2-TZVPD" total_charge=-1 gap_ha=0.31808 e_lumo_ev=3.71 e_tot_ev=-10773.7053 largest_force_ev_per_a=4.01 e_homo_ha=-0.182
C -1.190 -0.642 0.128
C 1.431 -0.041 0.018
C -0.086 0.196 0.428
N -1.006 0.448 -0.681
O 1.490 -0.095 -1.215
O -1.914 -1.584 0.270
O 2.262 -0.169 0.895
H -0.423 1.444 1.755
H -0.563 0.443 -1.599